No. 1
109
Properties=species:S:1:pos:R:3 method="wB97M-V/def2-TZVPD" max_force_ev_per_a=3.4 charge=+1 energy_ev=-76756.6653 gap_ev=6.105 e_homo_ev=-11.6
N -0.83513 -2.98497 2.25599
C -1.22745 -4.06765 1.73259
N -0.43730 -5.27786 1.77353
N -2.43582 -4.17090 1.05502
C -2.69236 -3.06566 0.12790
C -1.97430 -3.21662 -1.25186
C -0.60144 -2.47413 -1.19951
C 0.15774 -2.54258 -2.53153
N 1.52151 -1.94899 -2.57084
C 2.13453 -1.54436 -1.28693
C 1.63039 -0.10133 -0.87605
C 1.79480 0.96085 -1.98651
O 2.63391 0.87630 -0.75505
C 2.41777 -2.87012 -3.14455
N 3.04760 -2.60125 -4.25930
N 2.66754 -4.04969 -2.47995
H 0.08013 -3.09178 2.68208
H 0.12588 -5.28345 0.92230
H 0.24436 -5.22148 2.52614
H -2.54967 -5.07515 0.60992
H -2.44631 -2.10381 0.59652
H -3.78286 -3.03382 -0.04197
H -2.60479 -2.79586 -2.05424
H -1.81003 -4.28635 -1.46187
H -0.81479 -1.46137 -0.83607
H -0.01219 -3.03132 -0.44958
H 0.14669 -3.59886 -2.87215
H -0.45324 -2.01002 -3.28445
H 3.22076 -1.41710 -1.45145
H 1.98437 -2.20153 -0.41875
H 0.73582 -0.03293 -0.24062
H 1.14246 1.83007 -1.93149
H 2.49234 0.73234 -2.78903
H 3.00421 -1.61275 -4.50908
H 2.82230 -3.22399 -5.03703
H 3.40843 -4.07410 -1.79250
H 2.08092 -4.86082 -2.62299
C 2.82580 3.94407 -0.31605
O 2.30437 5.22506 -0.67609
C 2.76026 5.69648 -1.84629
O 3.53850 5.13716 -2.57227
O 2.20218 6.89043 -2.06328
C 2.60438 7.51338 -3.28550
H 2.38831 3.66863 0.64156
H 2.54711 3.19901 -1.05125
H 3.90843 3.98637 -0.20376
H 2.31479 6.90417 -4.14053
H 3.67825 7.69474 -3.28936
H 2.08809 8.46807 -3.34556
C -4.01846 4.36484 -2.69446
O -3.43264 4.97713 -1.54664
C -2.18557 5.42204 -1.73648
O -1.55639 5.34037 -2.76179
O -1.76407 5.96611 -0.59899
C -0.42986 6.49097 -0.64641
H -5.02075 4.04860 -2.41574
H -4.09143 5.07652 -3.51573
H -3.44591 3.48852 -2.99833
H -0.36010 7.28900 -1.38298
H 0.28883 5.70950 -0.86427
H -0.20486 6.90574 0.33452
C -5.10229 -8.77717 5.31957
O -5.62697 -7.51237 4.91259
C -5.13992 -7.06235 3.75642
O -4.32706 -7.62068 3.06411
O -5.70946 -5.88310 3.49713
C -5.27369 -5.28510 2.27772
H -5.57235 -9.03203 6.26597
H -5.34498 -9.54755 4.58880
H -4.02486 -8.71690 5.46824
H -5.52543 -5.92028 1.42714
H -4.20656 -5.08823 2.30691
H -5.79935 -4.33860 2.17055
C -1.22488 3.90778 2.32207
O -0.09966 3.41889 3.05715
C -0.15832 3.66670 4.36898
O -1.04478 4.24373 4.93854
O 0.94456 3.16775 4.93450
C 1.01986 3.36989 6.34797
H -1.06446 3.65536 1.27599
H -2.14446 3.43062 2.65840
H -1.30027 4.99103 2.40997
H 0.19026 2.87580 6.85174
H 1.03208 4.43327 6.58432
H 1.95151 2.92488 6.68863
C 0.34063 -9.34683 -6.18901
O 0.94866 -8.74599 -5.03969
C 2.15779 -8.23743 -5.26273
O 2.75024 -8.24074 -6.30712
O 2.60644 -7.71199 -4.11025
C 3.90414 -7.12778 -4.20390
H -0.63192 -9.72101 -5.88070
H 0.19941 -8.61008 -6.97854
H 0.93991 -10.18183 -6.54774
H 3.90231 -6.30170 -4.91644
H 4.64750 -7.87160 -4.48507
H 4.15824 -6.73881 -3.21974
C 0.68427 10.53281 4.75689
O 1.59041 9.43367 4.86830
C 1.32746 8.42116 4.04252
O 0.42437 8.37052 3.24777
O 2.24218 7.46849 4.24868
C 2.07291 6.31942 3.42318
H 1.00105 11.28605 5.47380
H 0.72203 10.96261 3.75673
H -0.33038 10.22101 5.00108
H 2.16277 6.58481 2.36930
H 1.11145 5.84555 3.61805
H 2.86360 5.61452 3.67030

No. 2
102
Properties=species:S:1:pos:R:3 method="wB97M-V/def2-TZVPD" max_force_ev_per_a=8.9 charge=0 smiles="COB(O)c1ccc2c(c1)C(=O)C=C(P(=O)(O)O)C2=O.CCO.CCO.CCO.CCO.CCO.CCO.CCO.CCO" energy_ev=-69604.9527 gap_ev=7.146 e_homo_ev=-9.6
C 2.84758 0.47054 1.01163
O 3.04685 0.16486 -0.41378
B 2.33783 1.11106 -1.29756
O 3.13825 2.04055 -2.11972
C 0.67608 1.00003 -1.31770
C -0.14508 2.15912 -2.18031
C -1.79883 2.11956 -2.18810
C -2.55772 0.93113 -1.35136
C -1.75778 -0.26861 -0.50737
C -0.11886 -0.22426 -0.50147
C -2.67667 -1.40619 0.30442
O -2.29002 -2.67859 0.43445
C -4.08416 -0.79346 0.96840
C -4.80868 0.29396 0.19549
P -6.40638 1.13139 0.86163
O -7.74878 0.43548 0.40020
O -6.30452 2.83624 0.37352
O -6.22179 1.16530 2.62724
C -4.22644 0.85092 -1.27020
O -5.03026 1.20276 -2.29816
H 1.97540 1.21770 1.23886
H 2.66100 -0.57870 1.54952
H 3.88525 0.86621 1.42503
H 3.04663 2.99620 -1.81291
H 0.36601 3.03895 -2.76405
H -2.46214 2.91123 -2.75491
H 0.47192 -1.05570 0.07842
H -4.49150 -1.15574 2.02942
H -5.31567 3.04171 0.52204
H -5.23306 1.40354 2.72896
C 3.39858 -2.68841 5.17656
C 3.18757 -1.19377 5.05134
O 2.88738 -0.85749 3.70483
H 4.21567 -3.01752 4.52613
H 3.63554 -2.96382 6.20811
H 2.50255 -3.23385 4.86285
H 4.09243 -0.65346 5.34473
H 2.36362 -0.85905 5.68892
H 2.07765 -1.33580 3.45668
C -0.77308 5.53992 -6.33031
C -1.11319 4.67253 -5.13611
O 0.07197 4.32679 -4.43459
H -0.08841 5.01502 -7.00465
H -1.67574 5.81158 -6.88481
H -0.26574 6.45636 -6.01163
H -1.60002 3.74815 -5.46058
H -1.78712 5.19539 -4.45063
H 0.49234 5.15416 -4.14346
C -10.63649 4.19329 1.82077
C -9.24406 4.71543 2.10832
O -8.43189 3.67169 2.62530
H -11.09252 3.79152 2.73161
H -11.27683 4.98700 1.42573
H -10.60101 3.37456 1.09467
H -9.28191 5.51826 2.85049
H -8.77645 5.10698 1.19977
H -8.39784 2.96742 1.95533
C -7.20231 -2.73141 4.11719
C -7.04639 -1.98437 5.42554
O -5.92924 -1.11072 5.35502
H -6.29929 -3.30911 3.89394
H -8.05677 -3.41290 4.15656
H -7.34655 -2.03255 3.28678
H -6.88056 -2.68510 6.24910
H -7.94023 -1.39407 5.64924
H -6.09017 -0.48719 4.62611
C 4.39039 -2.35516 -3.38722
C 2.96976 -2.85956 -3.53406
O 2.38176 -3.03266 -2.25321
H 4.99013 -3.05935 -2.80120
H 4.85970 -2.22076 -4.36587
H 4.40902 -1.39965 -2.85294
H 2.95749 -3.82479 -4.04880
H 2.36043 -2.15460 -4.10780
H 2.38983 -2.16815 -1.80760
C 6.71997 -2.53225 -0.02322
C 5.99463 -1.20366 0.03074
O 6.81677 -0.22717 0.65270
H 6.98651 -2.86639 0.98491
H 6.09778 -3.29743 -0.49591
H 7.65480 -2.44076 -0.58582
H 5.07243 -1.29428 0.61223
H 5.73627 -0.85658 -0.97435
H 7.62934 -0.14817 0.12401
C 1.13546 -1.07416 -7.35434
C 2.52789 -0.55203 -7.06679
O 3.34006 -1.59577 -6.54981
H 0.67942 -1.47594 -6.44350
H 0.49511 -0.28045 -7.74938
H 1.17093 -1.89290 -8.08043
H 2.49004 0.25080 -6.32462
H 2.99549 -0.16047 -7.97534
H 3.37410 -2.30004 -7.21978
C 7.82619 -2.89010 4.09134
C 7.92133 -2.65220 5.58416
O 6.80444 -3.23403 6.24014
H 6.90191 -2.46033 3.69131
H 8.67772 -2.44364 3.57015
H 7.80030 -3.96223 3.87071
H 7.92472 -1.58004 5.80153
H 8.83658 -3.09036 5.99376
H 6.81530 -4.18739 6.04776

Question: Which of these has the highest charge?
Answer: C27H57N6O19

Question: Among the records above, which one has the lowest charge?
Answer: C27H58BO15P

Question: Which of these has the lowest charge?
Answer: C27H58BO15P

Question: Which value of charge does entry 1 give?
Answer: +1